Entry from the OMol25 dataset: 11 unconnected molecules or ions with the total composition C48H77F15O28 (the ωB97M-V functional and the def2-TZVPD basis).

* E_LUMO (alpha / beta): -2.42 / -8.75 eV
* charge: +1
* frontier orbital gap (alpha / beta): 8.9 / 2.6 eV
* E: -5479.31947 a.u.
* spin multiplicity: 2

The geometry in XYZ format:
```
168
Properties=species:S:1:pos:R:3:forces:R:3:mulliken_spin:R:1
C -3.808565 0.286414 7.459940 1.550 1.440 0.431 0.00
O -4.697265 -0.100406 6.502990 -1.109 -1.397 -2.949 0.00
C -4.168885 -0.121286 5.130480 -1.401 1.611 1.050 0.00
C -5.332385 0.003114 4.135810 -1.168 -0.083 -0.108 0.00
O -6.249685 1.119774 4.309400 1.457 -1.049 -0.195 0.00
C -7.397005 1.128654 3.459100 0.207 1.536 0.105 0.00
C -8.509175 0.288644 3.996600 -1.330 -0.212 0.025 0.00
O -9.776375 0.718064 3.440330 0.320 -0.645 -0.042 0.00
C -10.921085 -0.069706 3.787900 -0.245 0.469 0.970 0.00
H -4.250835 0.475234 8.438120 -0.433 -0.859 -0.067 0.00
H -3.463715 1.291814 7.218380 0.638 0.221 -0.188 0.00
H -2.949895 -0.384056 7.495330 0.162 -0.053 0.431 0.00
H -3.553345 -0.965446 4.819670 -0.249 -0.728 0.531 0.00
H -3.483405 0.715694 4.997560 -0.071 0.535 0.214 0.00
H -5.927795 -0.909866 4.129100 -0.037 -0.299 0.433 0.00
H -4.934895 0.025814 3.121130 0.420 0.318 -0.225 0.00
H -7.292245 0.830464 2.415930 0.929 -0.166 -0.180 0.00
H -7.609925 2.196674 3.413260 -0.595 -0.044 0.114 0.00
H -8.562645 0.335804 5.084260 0.112 -0.086 0.090 0.00
H -8.226565 -0.706166 3.652250 -0.609 -0.591 0.351 0.00
H -11.820475 0.545954 3.800720 0.217 0.475 -0.632 0.00
H -10.922525 -0.374376 4.834460 0.633 -0.316 0.199 0.00
H -11.163525 -0.945506 3.185990 0.648 -0.014 -0.381 0.00
C -0.209215 0.730954 3.933410 -0.327 0.066 -1.382 0.00
O 0.164645 0.226314 2.586700 -3.004 -0.124 1.796 0.00
C 1.506605 0.145714 2.436480 -0.065 -0.368 -1.349 0.01
C 1.777485 -0.348996 0.965000 -0.238 0.743 3.282 0.04
O 1.110035 -1.602566 0.598900 1.631 2.076 -1.499 0.50
C 1.324685 -1.836506 -0.773140 -0.572 -1.225 0.924 0.10
C 0.100625 -2.677776 -1.265020 -0.301 -1.463 -0.344 0.08
O 0.322685 -2.894736 -2.637130 -1.461 0.663 0.580 0.19
C -0.410735 -2.089356 -3.584470 0.037 0.660 -0.693 0.00
H -0.128605 -0.011476 4.727390 1.147 0.070 -0.039 0.00
H -1.271065 0.959214 4.025360 -0.131 0.070 -0.959 0.00
H 0.315595 1.684624 3.989840 0.190 -0.266 0.836 0.00
H 1.994465 -0.464996 3.196160 0.161 -0.310 -0.032 0.00
H 1.905715 1.158914 2.483760 0.743 0.167 -0.085 0.00
H 2.828315 -0.550726 1.172790 0.623 -0.508 -1.369 0.02
H 1.558255 0.502564 0.320880 -0.015 -0.590 -0.595 0.00
H 2.179985 -2.511066 -0.812120 0.209 -0.554 -0.063 0.06
H 1.526855 -1.039416 -1.488590 -0.059 0.718 0.728 0.00
H -0.822405 -2.279956 -0.843280 -0.323 1.127 -1.232 -0.01
H 0.031225 -3.652106 -0.781320 1.033 -0.277 0.021 0.00
H -1.494865 -2.000526 -3.514590 -0.072 -0.610 1.027 0.00
H -0.260095 -2.466116 -4.596140 0.536 -0.274 0.222 0.01
H -0.041465 -1.064196 -3.556690 0.280 0.127 0.014 0.00
C -3.108365 0.876174 -4.170710 0.298 1.677 -0.577 0.00
C -1.893415 1.853494 -4.022660 -0.535 -1.526 0.761 0.00
O -2.162345 3.253564 -3.634890 0.526 -1.562 -0.144 0.00
C -2.940985 4.014674 -4.391540 -0.556 -2.147 -2.273 0.00
O -3.424965 3.710004 -5.470380 0.890 0.717 2.023 0.00
C -3.167085 5.345344 -3.722290 1.732 0.573 0.180 0.00
F -4.322325 5.788724 -4.033050 -2.330 0.838 -0.287 0.00
F -3.024955 5.311784 -2.396180 -0.164 -0.272 0.379 0.00
F -2.251595 6.218424 -4.175800 0.383 0.068 -0.165 0.00
H -2.712815 -0.137106 -4.240680 -0.035 0.066 -0.011 0.00
H -3.646315 1.138794 -5.081620 -0.123 -0.305 0.068 0.00
H -3.792185 0.949114 -3.325030 0.104 -0.035 0.054 0.00
H -1.181485 1.683744 -4.830400 -0.359 1.024 -0.554 0.00
H -1.360355 1.387424 -3.193960 0.179 0.852 0.607 0.00
C 4.190785 -4.882126 0.590600 1.112 1.181 0.160 0.00
C 5.704555 -4.529116 0.897430 -1.507 -0.354 -0.389 0.00
O 6.128795 -3.673666 -0.202620 0.984 0.594 -0.628 0.00
C 7.442935 -3.598346 -0.519940 1.273 -3.439 2.884 0.00
O 8.327485 -4.282336 0.059200 -2.902 3.089 -2.512 0.00
C 7.668345 -2.698776 -1.773040 0.852 -1.430 -0.005 0.00
F 8.860915 -2.093886 -1.686090 -1.181 0.275 -0.038 0.00
F 7.760655 -3.535726 -2.867060 -0.677 1.143 0.942 0.00
F 6.640355 -1.837166 -1.920360 1.128 -0.281 -0.344 0.00
H 3.730335 -5.571486 1.298320 0.572 -0.638 -0.374 0.00
H 4.173945 -5.133676 -0.469850 -0.345 -0.683 0.201 0.00
H 3.522055 -4.029176 0.706260 0.372 0.593 -0.044 0.00
H 6.294355 -5.445366 0.870440 0.100 0.211 0.223 0.00
H 5.802415 -3.955996 1.819420 0.197 -0.263 -0.101 0.00
C -3.449145 -2.008876 1.586160 -0.307 0.266 -0.091 0.00
C -3.187045 -3.297016 0.769110 0.442 0.755 2.354 0.00
O -4.236255 -3.588996 -0.137310 -0.486 0.454 -1.569 0.00
C -4.282775 -2.924336 -1.291130 4.202 1.955 -0.186 0.00
O -3.363435 -2.176196 -1.731620 -3.060 -2.579 1.511 0.00
C -5.567825 -3.049726 -2.074890 -2.758 0.520 -0.141 0.00
F -6.516925 -3.906956 -1.574670 1.915 0.299 -0.905 0.00
F -6.192155 -1.829106 -1.923910 0.956 -0.767 -0.730 0.00
F -5.306085 -3.297816 -3.380230 -0.542 0.183 1.615 0.00
H -4.386155 -2.046906 2.141750 -0.058 -0.406 -0.061 0.00
H -3.511055 -1.072196 1.032170 0.123 -0.213 -0.584 0.00
H -2.672945 -1.816596 2.326870 0.240 -0.412 -0.028 0.00
H -3.211595 -4.118686 1.484900 -0.196 -0.102 -0.149 0.00
H -2.154905 -3.298686 0.418700 -0.378 0.024 -0.949 0.00
C -2.987605 1.986684 0.065920 -0.209 0.134 -1.789 0.00
C -3.398945 2.829734 1.273500 -0.187 -1.694 0.191 0.00
O -2.984025 4.173944 1.194220 3.712 2.030 1.449 0.00
C -1.744415 4.503464 1.788140 -0.059 -0.272 0.103 0.00
O -0.872685 3.789934 2.240670 -1.899 -0.024 -0.855 0.00
C -1.371845 6.053634 1.846280 -0.993 -0.531 0.146 0.00
F -0.740335 6.317294 0.684830 0.210 0.192 0.939 0.00
F -2.424905 6.853794 1.949870 0.139 -0.137 -0.134 0.00
F -0.586735 6.302454 2.949050 -0.575 -0.368 -1.862 0.00
H -3.692825 1.287034 -0.382690 -0.686 -0.322 1.034 0.00
H -2.057475 1.419424 0.099950 0.173 0.255 0.731 0.00
H -2.906095 2.572934 -0.849380 0.351 0.845 0.159 0.00
H -2.989875 2.324304 2.148320 0.097 0.349 0.281 0.00
H -4.467175 2.947794 1.455260 -0.055 -0.463 -0.454 0.00
C -0.982045 -7.071046 -6.267870 0.441 0.118 0.609 0.00
C -0.012595 -6.251096 -5.397770 -0.613 0.157 0.473 0.00
O 0.958205 -5.471346 -6.122000 -0.288 1.647 -1.409 0.00
C 0.578315 -4.391126 -6.897160 -5.306 0.870 1.409 0.00
O -0.581995 -3.856616 -7.021070 5.103 -2.857 1.150 0.00
C 1.729955 -3.796186 -7.696490 -2.179 0.507 -0.597 0.00
F 2.730755 -4.627816 -7.609840 1.640 0.704 -0.171 0.00
F 1.266715 -3.763276 -8.963850 0.833 0.141 0.253 0.00
F 1.956535 -2.494576 -7.326050 0.549 -1.843 -0.120 0.00
H -0.669975 -8.109666 -6.377320 0.169 0.070 0.130 0.00
H -1.096485 -6.684546 -7.280600 -0.225 0.316 0.276 0.00
H -1.911975 -7.058476 -5.699390 -0.274 -0.109 -0.516 0.00
H 0.507235 -6.865836 -4.662930 0.752 -0.340 -0.740 0.00
H -0.510245 -5.611006 -4.669260 -0.597 0.607 -0.624 0.00
C 0.714085 3.711434 -1.471690 0.396 -0.212 1.307 0.00
C 2.208825 3.349834 -1.633130 -1.118 0.600 0.440 0.00
C 2.508185 2.222584 -2.579250 -1.512 0.774 -1.014 0.00
O 3.296145 2.901984 -3.567070 0.169 -4.456 -1.045 0.00
C 3.547545 4.126894 -3.271290 3.191 3.250 -0.912 0.00
O 4.386925 4.809894 -3.864900 -2.761 -1.415 1.789 0.00
O 2.823235 4.452654 -2.197410 0.944 2.559 -0.323 0.00
H 0.586345 4.473784 -0.703180 0.210 -0.388 0.604 0.00
H 0.189665 2.795354 -1.199850 -0.393 0.117 0.166 0.00
H 0.170075 4.232364 -2.259590 0.698 -0.630 -0.943 0.00
H 2.817735 3.154574 -0.750410 -0.894 0.078 0.870 0.00
H 1.572755 1.932364 -3.057620 0.110 -0.337 -0.281 0.00
H 2.898725 1.362594 -2.035190 0.930 0.025 -0.649 0.00
C 0.635585 6.129144 6.551460 -0.701 0.960 0.223 0.00
C 0.437905 4.917374 5.674580 4.167 1.235 -1.070 0.00
C 1.781885 4.098044 5.617640 0.739 -0.066 -0.486 0.00
O 1.385795 2.777094 5.977400 0.769 0.224 -0.150 0.00
C 0.188475 2.850584 6.473840 -3.653 -2.187 2.015 0.00
O -0.407755 1.903454 6.970500 1.093 1.889 -1.061 0.00
O -0.369445 4.103974 6.372050 -1.555 -3.360 1.038 0.00
H 0.906935 5.788254 7.550590 0.302 -0.195 -0.080 0.00
H -0.332525 6.600344 6.721300 -0.060 0.211 -0.242 0.00
H 1.339285 6.905814 6.251980 0.025 -0.262 -0.375 0.00
H 0.166985 5.014434 4.623250 -0.672 0.595 0.286 0.00
H 2.559995 4.405264 6.316400 -0.191 0.286 0.151 0.00
H 2.258755 3.952314 4.648380 -0.222 0.648 -0.218 0.00
C 3.820285 -2.072826 -3.739430 1.976 1.090 -1.127 0.00
C 4.724585 -1.119116 -4.673620 -0.782 -1.559 1.428 0.00
C 5.569595 -1.900636 -5.711560 -1.275 0.117 0.815 0.00
O 4.966855 -1.493646 -6.961680 1.192 -0.875 0.263 0.00
C 4.073235 -0.554596 -6.780880 -3.449 3.480 -2.096 0.00
O 3.437275 0.042224 -7.683400 2.609 -2.483 3.791 0.00
O 3.884435 -0.284706 -5.408190 0.161 0.199 -2.226 0.00
H 4.584045 -2.682376 -3.256500 -0.355 -0.188 0.505 0.00
H 3.131585 -2.722686 -4.279300 -0.044 0.277 -0.140 0.00
H 3.331225 -1.396856 -3.038010 -0.174 -0.293 0.108 0.01
H 5.349995 -0.547066 -3.988250 -0.009 0.238 -0.147 0.00
H 5.356975 -2.946956 -5.492210 0.298 -0.198 -0.709 0.00
H 6.642055 -1.714656 -5.653740 -0.182 0.207 -0.420 0.00
C 8.028195 0.898304 2.733250 0.078 0.893 0.529 0.00
C 6.711315 0.771204 3.508670 1.190 -0.751 -1.467 0.00
C 5.459305 1.427144 2.977360 -0.602 0.228 0.237 0.00
O 4.737205 0.414994 2.281250 0.476 -0.227 -0.299 0.00
C 5.319815 -0.774956 2.550070 -0.193 -0.556 -0.162 0.00
O 4.872005 -1.802686 2.119940 0.108 0.263 0.192 0.00
O 6.412155 -0.653046 3.311480 -1.043 0.285 0.798 0.00
H 8.013965 0.373824 1.777840 -0.393 0.259 -0.080 0.00
H 8.872015 0.462884 3.268500 -0.233 -0.064 0.307 0.00
H 8.269675 1.953484 2.605220 0.067 0.039 -0.249 0.00
H 6.735775 1.131904 4.536970 0.705 -0.969 0.235 0.00
H 5.614785 2.285094 2.323250 -0.065 -0.011 0.205 0.00
H 4.865195 1.625224 3.869490 -0.246 0.749 -0.278 0.00
```
Forces are in eV/Å.